Record 1
The following is a DFT calculation (wB97M-V/def2-TZVPD) of 2 unconnected molecules or ions with the total composition C5H10O2 in a non-equilibrium geometry.

Last column: Löwdin charge in e.
CARTESIAN COORDINATES (ANGSTROEM)
1 C -0.608 -0.415 2.570  -0.156
2 C 0.226 0.154 1.437  -0.174
3 C -0.269 0.532 0.223  -0.449
4 O -1.668 0.434 0.004  -0.060
5 C 0.460 1.220 -0.800  -0.266
6 C 1.830 1.005 -1.004  -0.152
7 H -1.420 -0.999 2.161  0.046
8 H 0.012 -1.046 3.205  0.039
9 H -0.968 0.378 3.231  0.049
10 H 1.255 0.450 1.640  0.065
11 H -1.748 0.073 -0.889  0.061
12 H -0.070 1.958 -1.418  0.071
13 H 2.303 0.166 -0.497  -0.009
14 H 2.424 1.514 -1.753  -0.026
15 H -0.942 -2.504 -2.800  0.024
16 H -0.140 -1.314 -2.278  0.022
17 O -0.676 -1.606 -3.032  -0.085

Computed properties:
Kohn-Sham gap (alpha / beta): 3.498 / 6.451 eV
largest force on an atom: 1.22 eV Å⁻¹
multiplicity: 2
<S²>: 0.762
charge: -1
HOMO energy (alpha / beta): 0.0095 / -0.1023 Eh
electronic energy: -9440.152 eV



Record 2
The following is a DFT calculation (wB97M-V/def2-TZVPD) of a single C4H4N2O molecule in a non-equilibrium geometry.

Last column: Löwdin charge in e.
CARTESIAN COORDINATES (ANGSTROEM)
1 N 1.908 -0.571 0.373  -0.006
2 C 1.745 -0.462 1.543  0.068
3 C 1.097 0.028 -0.691  -0.249
4 O -0.107 -0.649 -0.870  -0.109
5 C -1.110 -0.468 0.108  -0.189
6 C -1.512 0.944 0.289  -0.178
7 N -1.814 2.051 0.442  0.162
8 H 1.656 -0.051 -1.617  0.127
9 H 0.926 1.078 -0.416  0.124
10 H -1.977 -1.030 -0.249  0.137
11 H -0.813 -0.869 1.088  0.113

Computed properties:
Kohn-Sham gap: 12.210 eV
largest force on an atom: 1.78 eV Å⁻¹
multiplicity: 1
charge: 0
HOMO energy: -0.4350 Eh
electronic energy: -9237.754 eV



Record 3
The following is a DFT calculation (wB97M-V/def2-TZVPD) of a single C6H6N4O molecule in a non-equilibrium geometry.

Last column: Löwdin charge in e.
CARTESIAN COORDINATES (ANGSTROEM)
1 C 0.543 -2.184 0.271  -0.028
2 C 0.701 -2.411 1.662  -0.086
3 C 0.573 -0.793 0.018  -0.298
4 C 0.526 -0.194 1.374  -0.391
5 C 0.366 1.020 -1.539  -0.508
6 C -1.083 1.350 -1.349  -0.064
7 N 0.576 -0.232 -1.093  0.182
8 N 0.137 0.902 1.700  0.249
9 N 0.711 -1.273 2.393  0.076
10 N -1.447 2.576 -1.759  0.097
11 O 1.120 1.761 -2.194  0.016
12 H 0.192 -2.934 -0.432  0.105
13 H 0.803 -3.459 2.133  0.150
14 H -1.790 0.620 -0.816  0.142
15 H 1.024 -1.026 3.286  0.119
16 H -0.646 3.154 -2.057  0.114
17 H -2.306 3.125 -1.598  0.125

Computed properties:
Kohn-Sham gap (alpha / beta): 8.301 / 5.426 eV
largest force on an atom: 3.47 eV Å⁻¹
multiplicity: 1
charge: 0
HOMO energy (alpha / beta): -0.3146 / -0.2492 Eh
electronic energy: -14322.777 eV



Record 4
The following is a DFT calculation (wB97M-V/def2-TZVPD) of a single C20H21BrN2O5 molecule in a non-equilibrium geometry.

Last column: Löwdin charge in e.
CARTESIAN COORDINATES (ANGSTROEM)
1 O 3.889 -0.432 1.396  0.128
2 C 2.708 -0.591 1.488  -0.530
3 O 1.775 0.289 1.183  0.015
4 C 2.002 1.404 0.350  -0.136
5 C 1.212 1.287 -0.943  -0.256
6 N -0.240 1.433 -0.626  -0.029
7 C -0.700 2.597 0.183  -0.130
8 C -2.172 3.054 -0.201  -0.237
9 N -2.478 2.714 -1.574  0.079
10 C -3.703 2.136 -1.624  -0.365
11 O -3.749 1.166 -2.462  0.001
12 C -4.446 1.946 -0.328  -0.149
13 O -5.556 2.943 -0.093  -0.098
14 C -3.225 2.290 0.637  -0.205
15 O -3.736 3.007 1.853  -0.052
16 C 1.419 0.046 -1.804  -0.174
17 C 2.619 -0.667 -1.661  -0.034
18 C 2.750 -1.979 -2.146  -0.055
19 C 1.739 -2.508 -3.005  -0.062
20 C 0.542 -1.752 -3.233  -0.044
21 C 0.463 -0.448 -2.671  -0.037
22 C 2.210 -1.837 1.944  -0.101
23 C 0.784 -2.087 2.061  0.023
24 C 0.409 -3.296 2.600  -0.126
25 C 1.285 -4.319 3.010  -0.654
26 Br 0.652 -6.101 3.378  0.720
27 C 2.642 -4.072 2.944  -0.099
28 C 3.121 -2.827 2.444  0.052
29 H 1.595 2.273 0.898  0.119
30 H 3.123 1.636 0.124  0.169
31 H 1.525 2.223 -1.381  0.146
32 H -0.507 0.493 -0.275  0.136
33 H -0.721 2.384 1.270  0.121
34 H -0.023 3.524 0.153  0.143
35 H -2.291 4.130 -0.062  0.147
36 H -1.697 2.060 -1.941  0.158
37 H -4.742 0.915 -0.219  0.148
38 H -6.381 2.830 -0.761  0.183
39 H -2.828 1.349 1.024  0.145
40 H -4.635 3.282 1.538  0.075
41 H 3.498 -0.299 -1.104  0.114
42 H 3.621 -2.470 -1.846  0.082
43 H 1.864 -3.489 -3.465  0.095
44 H -0.231 -2.136 -3.903  0.101
45 H -0.260 0.306 -2.856  0.092
46 H 0.144 -1.304 1.566  0.130
47 H -0.617 -3.640 2.570  0.093
48 H 3.284 -4.816 3.362  0.092
49 H 4.062 -2.651 2.205  0.065

Computed properties:
Kohn-Sham gap: 9.193 eV
largest force on an atom: 7.74 eV Å⁻¹
multiplicity: 1
charge: 0
HOMO energy: -0.3423 Eh
SMILES: O=C(OC[C@H](NC[C@H]1NC(=O)[C@H](O)[C@@H]1O)c1ccccc1)c1ccc(Br)cc1
electronic energy: -104337.667 eV



Record 5
The following is a DFT calculation (wB97M-V/def2-TZVPD) of 8 unconnected molecules or ions with the total composition C38H79O7S2.

Last column: Löwdin charge in e.
CARTESIAN COORDINATES (ANGSTROEM)
1 C 7.531 -3.915 1.992  -0.104
2 C 7.049 -2.457 1.954  -0.266
3 C 7.354 -1.788 0.617  -0.239
4 C 6.576 -2.403 -0.569  -0.199
5 C 6.038 -1.372 -1.576  -0.207
6 C 4.595 -0.931 -1.334  -0.214
7 C 4.293 -0.427 0.077  -0.195
8 C 2.786 -0.461 0.430  -0.208
9 C 2.281 0.877 0.973  -0.220
10 C 0.873 0.812 1.572  -0.214
11 C -0.150 0.156 0.639  -0.218
12 C -1.593 0.581 0.952  -0.210
13 C -2.596 -0.457 0.445  -0.272
14 C -4.028 0.061 0.489  -0.374
15 S -5.107 -1.098 -0.407  1.093
16 C -6.772 -0.987 0.308  -0.701
17 S -7.639 -2.537 0.085  0.889
18 C -6.856 -3.687 1.261  -0.525
19 C -6.302 -4.922 0.556  -0.156
20 H 7.704 -4.240 3.018  0.066
21 H 8.463 -4.020 1.434  0.060
22 H 6.792 -4.575 1.538  0.068
23 H 7.530 -1.890 2.755  0.103
24 H 5.970 -2.428 2.132  0.092
25 H 8.422 -1.875 0.407  0.089
26 H 7.153 -0.715 0.653  0.097
27 H 5.760 -3.033 -0.195  0.109
28 H 7.243 -3.074 -1.115  0.104
29 H 6.708 -0.507 -1.573  0.099
30 H 6.101 -1.796 -2.581  0.106
31 H 4.355 -0.129 -2.042  0.112
32 H 3.926 -1.760 -1.587  0.108
33 H 4.646 0.603 0.173  0.114
34 H 4.844 -1.015 0.811  0.085
35 H 2.604 -1.246 1.170  0.116
36 H 2.236 -0.721 -0.477  0.098
37 H 2.281 1.604 0.154  0.119
38 H 2.979 1.227 1.736  0.113
39 H 0.539 1.818 1.836  0.110
40 H 0.929 0.221 2.492  0.117
41 H -0.083 -0.931 0.744  0.114
42 H 0.064 0.401 -0.404  0.121
43 H -1.713 0.729 2.028  0.122
44 H -1.795 1.538 0.462  0.120
45 H -2.507 -1.370 1.039  0.120
46 H -2.330 -0.712 -0.587  0.122
47 H -4.136 1.003 -0.046  0.100
48 H -4.412 0.161 1.504  0.104
49 H -4.662 -2.241 0.140  0.002
50 H -7.303 -0.285 -0.333  0.006
51 H -6.731 -0.636 1.337  0.075
52 H -7.620 -3.962 1.987  0.073
53 H -6.086 -3.156 1.826  0.071
54 H -6.935 -5.207 -0.283  0.069
55 H -6.270 -5.766 1.244  0.080
56 H -5.292 -4.760 0.177  0.066
57 C -11.384 0.024 -1.907  0.004
58 C -10.494 -0.131 -0.709  -0.468
59 O -9.298 0.087 -0.782  -0.006
60 C -11.148 -0.558 0.574  -0.013
61 H -10.803 0.349 -2.768  0.082
62 H -11.884 -0.922 -2.121  0.094
63 H -12.162 0.760 -1.695  0.098
64 H -11.649 -1.516 0.429  0.073
65 H -11.915 0.166 0.853  0.098
66 H -10.412 -0.640 1.372  0.077
67 C -7.088 1.756 -2.628  -0.028
68 C -7.662 2.582 -3.761  -0.495
69 O -8.806 2.426 -4.119  0.076
70 C -6.738 3.583 -4.397  -0.015
71 H -7.860 1.085 -2.256  0.046
72 H -6.231 1.183 -2.993  0.081
73 H -6.746 2.414 -1.825  0.083
74 H -5.853 3.076 -4.786  0.089
75 H -6.413 4.312 -3.651  0.058
76 H -7.249 4.094 -5.209  0.087
77 C -6.572 6.702 -0.427  -0.019
78 C -5.330 5.981 -0.887  -0.499
79 O -5.235 5.528 -2.005  0.056
80 C -4.206 5.859 0.114  -0.024
81 H -7.304 6.728 -1.230  0.085
82 H -6.999 6.199 0.443  0.086
83 H -6.322 7.722 -0.129  0.090
84 H -4.552 5.329 1.003  0.082
85 H -3.878 6.851 0.429  0.089
86 H -3.370 5.327 -0.333  0.078
87 C -14.481 -4.475 0.158  -0.021
88 C -14.308 -3.131 0.820  -0.504
89 O -14.122 -2.124 0.175  0.051
90 C -14.388 -3.102 2.327  -0.022
91 H -14.408 -4.369 -0.921  0.083
92 H -13.716 -5.169 0.512  0.085
93 H -15.454 -4.896 0.417  0.089
94 H -13.620 -3.748 2.755  0.085
95 H -15.358 -3.478 2.656  0.088
96 H -14.253 -2.084 2.685  0.081
97 C 9.353 2.513 -1.089  -0.017
98 C 9.862 1.140 -1.440  -0.490
99 O 9.342 0.135 -1.008  0.056
100 C 11.059 1.075 -2.358  -0.018
101 H 8.496 2.433 -0.425  0.084
102 H 10.133 3.098 -0.601  0.065
103 H 9.064 3.048 -1.995  0.092
104 H 11.902 1.604 -1.911  0.085
105 H 10.828 1.561 -3.307  0.087
106 H 11.333 0.038 -2.538  0.078
107 C 11.124 -3.824 -1.082  -0.024
108 C 12.414 -4.351 -0.500  -0.506
109 O 13.328 -4.712 -1.202  0.072
110 C 12.501 -4.400 1.007  -0.025
111 H 11.181 -3.840 -2.168  0.082
112 H 10.284 -4.439 -0.755  0.078
113 H 10.953 -2.799 -0.745  0.077
114 H 11.708 -5.035 1.407  0.081
115 H 12.366 -3.399 1.421  0.083
116 H 13.469 -4.792 1.308  0.080
117 C 10.257 5.479 3.115  -0.024
118 C 10.714 5.269 1.693  -0.503
119 O 9.931 5.237 0.772  0.058
120 C 12.199 5.102 1.478  -0.023
121 H 9.176 5.586 3.143  0.081
122 H 10.557 4.631 3.733  0.086
123 H 10.724 6.374 3.530  0.086
124 H 12.564 4.241 2.041  0.086
125 H 12.731 5.984 1.838  0.086
126 H 12.406 4.962 0.419  0.080

Computed properties:
Kohn-Sham gap: 7.700 eV
largest force on an atom: 0.42 eV Å⁻¹
multiplicity: 1
charge: +1
HOMO energy: -0.3801 Eh
electronic energy: -76683.810 eV